--- 1 ---
ORCA calculation (ωB97M-V with the def2-TZVPD basis set) on a single CH4IP molecule.

The net charge is 0. The HOMO energy comes out at -9.62 eV. As for the SMILES: PCI. The spin multiplicity is 1. Its HOMO-LUMO gap is 9.080 eV.

Last column: Mulliken charge in e.
CARTESIAN COORDINATES (ANGSTROEM)
P -0.6908 -1.0832 -0.0844  0.02
C 0.1887 0.4948 -0.4151  -0.80
I 2.5019 0.0155 0.0486  0.00
H -0.1439 -1.0953 1.1362  0.03
H -1.8145 -0.4859 0.4041  0.03
H 0.0310 0.9146 -1.4371  0.38
H -0.0723 1.2396 0.3477  0.34

--- 2 ---
ORCA calculation (ωB97M-V with the def2-TZVPD basis set) on 2 unconnected molecules or ions with the total composition CH4IP.

The net charge is 0. The HOMO energy (spin up / spin down) comes out at -9.85 / -8.81 eV. The spin multiplicity is 1. Its HOMO-LUMO gap (spin up / spin down) is 8.341 / 5.788 eV.

Last column: Mulliken charge in e.
CARTESIAN COORDINATES (ANGSTROEM)
C -0.6905 0.2525 0.4067  -0.88
P 1.0061 -0.0650 1.0025  0.02
I 1.2559 -1.9239 -2.2934  -0.11
H -1.1713 -0.6098 0.1896  0.35
H -0.5520 0.8303 -0.4915  0.30
H -1.4980 0.8011 1.1060  0.28
H 1.6497 0.7148 0.0800  0.04

It is 1 that is most stable; the runner-up trails by 26.5 kcal/mol.

--- 1 ---
ORCA calculation (ωB97M-V with the def2-TZVPD basis set) on 2 unconnected molecules or ions with the total composition C5H11N4O.

The net charge is +1. The HOMO energy comes out at -12.27 eV. The spin multiplicity is 1. Its HOMO-LUMO gap is 8.103 eV.

Last column: Mulliken charge in e.
CARTESIAN COORDINATES (ANGSTROEM)
C 2.4132 -0.4732 0.0674  0.64
C -2.1202 -0.5012 -0.7843  -0.77
C -1.6627 1.5260 0.2870  -0.49
C -0.8065 -1.2241 -0.2171  -0.78
C -0.2196 1.0401 0.3112  -0.08
N 3.0433 0.4735 -0.2932  0.04
N -2.4553 0.3685 0.3528  -0.31
N 0.1271 -0.1786 0.1812  -0.31
N 2.3700 -1.7049 0.4913  -0.33
O 3.0770 1.8169 -0.3607  -0.31
H -1.7114 -0.1707 -1.7767  0.26
H -2.7552 -1.3556 -0.8959  0.41
H -1.9716 2.0471 1.2344  0.38
H -1.6516 2.1271 -0.6180  0.27
H -0.9897 -1.9553 0.5226  0.46
H -0.4344 -1.9591 -0.8960  0.50
H 3.9098 2.2527 -0.1936  0.37
H 0.6230 1.8063 0.5812  0.28
H -3.4732 0.4071 0.3688  0.27
H 3.1694 -2.2572 0.7649  0.27
H 1.5187 -2.0854 0.8728  0.22

--- 2 ---
ORCA calculation (ωB97M-V with the def2-TZVPD basis set) on 2 unconnected molecules or ions with the total composition C5H11N4O.

The net charge is +1. The HOMO energy (spin up / spin down) comes out at -12.73 / -12.73 eV. The spin multiplicity is 1. Its HOMO-LUMO gap (spin up / spin down) is 7.672 / 7.670 eV.

Last column: Mulliken charge in e.
CARTESIAN COORDINATES (ANGSTROEM)
C -1.1999 1.9605 0.1532  -0.16
C 0.0100 1.2696 0.1813  0.21
C -1.8516 -0.5658 -0.5218  -0.17
C -4.1478 0.0662 -0.3493  -0.92
C 1.2156 0.7950 0.2853  -0.09
N -2.4278 1.5573 -0.0159  -0.78
N -2.7645 0.3552 -0.1098  0.76
N -1.9586 -1.8142 -0.2796  -0.14
N 4.6232 0.2944 -0.2316  -0.78
O 1.8847 0.1652 -0.6241  -0.40
H -1.0722 2.9732 -0.0034  0.40
H -4.2493 -0.2767 -1.3448  0.37
H -4.4059 -0.7025 0.3176  0.35
H -4.6128 1.0061 0.0288  0.36
H 1.7265 1.0840 1.3008  0.24
H -1.4261 -2.4515 -0.8690  0.32
H -2.7892 -2.1454 0.1740  0.21
H 4.5866 -0.6968 -0.4152  0.29
H 4.8372 0.8034 -1.0640  0.24
H 5.2528 0.5952 0.5063  0.22
H 2.8508 -0.0892 -0.4361  0.47

It is 1 that is most stable; the runner-up trails by 1.4 kcal/mol.

--- 1 ---
ORCA calculation (ωB97M-V with the def2-TZVPD basis set) on a molecular structure, C24H28Cl2N10OSr.

The net charge is 0. The HOMO energy comes out at -6.48 eV. The spin multiplicity is 1. Its HOMO-LUMO gap is 5.680 eV.

Last column: Mulliken charge in e.
CARTESIAN COORDINATES (ANGSTROEM)
Sr -0.2251 -1.0815 -0.5033  1.69
N -1.9304 0.6566 2.2665  -0.04
C -2.5082 1.1587 1.1712  0.35
N -3.2448 2.2605 1.3106  -0.72
C -3.8063 2.7015 0.1913  0.46
N -4.5483 3.8168 0.2644  -0.34
N -3.7045 2.1193 -1.0215  -0.66
C -2.9271 1.0571 -1.0525  -0.07
N -2.2889 0.5251 -0.0116  0.07
C -2.7586 0.4127 -2.4095  0.35
C -3.4443 0.9377 -3.4921  -0.58
C -3.2576 0.3657 -4.7416  -0.52
C -2.3946 -0.7104 -4.8638  -0.92
C -1.7602 -1.1759 -3.7233  -0.31
N -1.9283 -0.6304 -2.5215  0.42
H -2.1132 1.1294 3.1348  0.25
H -1.5558 -0.2859 2.3143  0.22
H -4.6459 4.2785 1.1499  0.25
H -4.9854 4.1765 -0.5628  0.23
H -4.0990 1.7808 -3.3369  0.53
H -3.7750 0.7577 -5.6067  0.42
H -2.2150 -1.1820 -5.8192  0.42
H -1.0804 -2.0197 -3.7701  0.49
Cl 0.8645 -3.7981 -1.4966  -0.09
C -0.5299 -4.7061 -0.8541  0.38
Cl -2.0221 -3.8971 -1.3517  -0.10
H -0.4812 -4.6921 0.2292  -0.45
H -0.5073 -5.7040 -1.2719  0.40
C 2.3088 -1.7745 3.7189  -1.79
C 2.3206 -0.5989 2.7769  0.64
C 2.5501 0.6858 3.2673  -0.93
C 2.6029 1.7671 2.3876  0.46
C 2.8870 3.1533 2.9058  -1.69
C 2.4120 1.5700 1.0288  -0.34
C 2.1886 0.2843 0.4873  0.64
C 2.1490 -0.7900 1.4127  0.07
N 1.8809 0.0028 -0.8101  -0.73
C 2.1575 0.8960 -1.9281  1.08
C 2.0704 -0.0060 -3.1703  -1.31
C 3.5608 1.5169 -1.9128  -1.82
C 1.0883 1.9978 -2.0472  -1.35
H 3.2618 -1.8551 4.2448  0.47
H 2.1377 -2.7093 3.1841  0.27
H 1.5300 -1.6620 4.4748  0.31
H 2.7023 0.8426 4.3293  0.36
H 2.6637 3.2296 3.9699  0.40
H 2.2989 3.9042 2.3763  0.36
H 3.9405 3.4064 2.7671  0.32
H 2.4250 2.4306 0.3726  0.24
H 2.0498 -1.8197 1.0478  0.53
H 2.9141 -0.6986 -3.1722  0.39
H 2.0752 0.5571 -4.1065  0.43
H 1.1623 -0.6210 -3.1434  0.06
H 4.2831 0.7728 -1.5737  0.36
H 3.6389 2.3845 -1.2590  0.36
H 3.8367 1.8345 -2.9212  0.49
H 0.0941 1.5417 -2.1296  0.15
H 1.2277 2.6281 -2.9300  0.47
H 1.0860 2.6409 -1.1669  0.24
O -0.8407 -2.5014 1.3922  -0.19
N -1.0054 -2.2262 2.6389  -0.66
C -0.8551 -3.2195 3.4686  0.51
C -0.5120 -4.5284 2.9902  0.11
N -0.2501 -5.5593 2.5529  -0.55
C -1.0214 -2.9674 4.8654  0.04
N -1.1471 -2.7613 5.9893  -0.51

--- 2 ---
ORCA calculation (ωB97M-V with the def2-TZVPD basis set) on a molecular structure, C24H28Cl2N10OSr.

The net charge is 0. The HOMO energy comes out at -5.93 eV. The spin multiplicity is 1. Its HOMO-LUMO gap is 4.902 eV.

Last column: Mulliken charge in e.
CARTESIAN COORDINATES (ANGSTROEM)
Sr -0.2313 0.9165 0.3209  1.94
N 1.1388 3.5794 2.3237  -0.26
C 0.0099 3.9379 1.6986  0.48
N -0.6124 5.0199 2.1623  -0.71
C -1.6910 5.3951 1.4792  0.44
N -2.3711 6.4695 1.8987  -0.35
N -2.1382 4.7851 0.3778  -0.66
C -1.4656 3.7066 0.0001  0.62
N -0.3902 3.2276 0.6303  -0.58
C -2.0126 3.0249 -1.1679  0.46
C -2.8490 3.7445 -2.0285  -0.84
C -3.5078 3.0756 -3.0371  -0.40
C -3.3168 1.7021 -3.1585  -0.94
C -2.4128 1.0876 -2.3072  -0.63
N -1.7654 1.7235 -1.3436  0.03
H 1.3374 4.0546 3.1895  0.26
H 1.4982 2.6460 2.1875  0.03
H -2.1088 6.9139 2.7601  0.25
H -3.2350 6.6986 1.4430  0.24
H -2.9597 4.8059 -1.8763  0.52
H -4.1645 3.6068 -3.7104  0.43
H -3.8464 1.1313 -3.9061  0.43
H -2.2053 0.0293 -2.3985  0.59
Cl 0.2166 -2.2766 -3.0472  0.00
C 0.6669 -1.3197 -4.4804  -0.53
Cl 0.3207 0.3953 -4.2068  -0.13
H 0.0774 -1.6619 -5.3289  0.39
H 1.7368 -1.4256 -4.6514  0.32
C -2.6352 -3.1511 -0.2951  -1.75
C -1.1818 -3.1795 0.0843  0.01
C -0.5896 -4.3211 0.6141  -1.19
C 0.7538 -4.2957 0.9647  0.54
C 1.3978 -5.5167 1.5589  -1.74
C 1.5084 -3.1456 0.7958  -0.47
C 0.9612 -1.9596 0.2503  0.43
C -0.4071 -2.0570 -0.1056  0.21
N 1.5172 -0.7351 0.0827  0.66
C 2.9216 -0.4383 -0.1480  1.05
C 3.0609 -0.1272 -1.6544  -1.32
C 3.9768 -1.5058 0.1796  -2.39
C 3.3002 0.8287 0.6397  -1.39
H -3.1328 -4.0725 -0.0028  0.38
H -2.7406 -3.0255 -1.3741  0.31
H -3.1316 -2.3151 0.1981  0.29
H -1.1760 -5.2152 0.7662  0.24
H 0.7062 -6.3564 1.5591  0.39
H 1.7036 -5.3186 2.5856  0.34
H 2.2864 -5.7940 0.9921  0.34
H 2.5209 -3.1714 1.1565  0.61
H -0.8611 -1.1741 -0.5618  0.55
H 2.9113 -1.0413 -2.2245  0.30
H 4.0458 0.2716 -1.8847  0.47
H 2.3058 0.6007 -1.9498  0.07
H 3.7834 -2.4252 -0.3640  0.52
H 4.0144 -1.7080 1.2463  0.43
H 4.9518 -1.1324 -0.1298  0.51
H 2.6866 1.6690 0.3131  0.14
H 4.3458 1.0738 0.4657  0.54
H 3.1538 0.6639 1.7054  0.29
O -2.0572 0.1431 1.4321  -0.41
N -2.0999 -0.8319 2.2469  -0.47
C -1.0724 -1.1407 3.0026  0.58
C 0.0481 -0.2992 2.9506  0.70
N 0.6836 0.6249 2.6641  -0.61
C -1.1082 -2.2588 3.8534  -0.09
N -1.0694 -3.1580 4.5639  -0.52

It is 1 that is most stable; the runner-up trails by 42.9 kcal/mol.

--- 1 ---
ORCA calculation (ωB97M-V with the def2-TZVPD basis set) on a molecular structure, C13H16N4O5PRh.

Its expectation value of S² is 6.011. The net charge is +2. The HOMO energy (spin up / spin down) comes out at -14.93 / -15.60 eV. The spin multiplicity is 5. Its HOMO-LUMO gap (spin up / spin down) is 8.460 / 5.973 eV.

Last column: Mulliken charge in e.
CARTESIAN COORDINATES (ANGSTROEM)
Rh 0.5935 -0.1117 -0.0589  0.56
O 0.0561 6.0978 0.2464  -0.47
C 0.1282 4.7777 0.1769  0.87
C -0.9786 3.9438 -0.0043  -0.29
C -0.7675 2.5820 -0.0523  0.04
N 0.4420 2.0547 0.0992  -0.52
C 1.5076 2.8517 0.2208  0.16
C 1.4203 4.2187 0.2632  -0.42
C 2.7459 1.9730 0.2065  0.77
O 3.8339 2.6087 0.4837  -0.18
O 2.6731 0.7866 -0.0884  -0.57
C -1.8532 1.5631 -0.3560  0.07
O -3.0114 1.8556 -0.4414  -0.55
O -1.3603 0.3489 -0.5926  -0.72
H -0.8516 6.4227 0.1764  0.34
H -1.9848 4.3255 -0.1270  0.48
H 2.2861 4.8611 0.3452  0.51
C -1.3797 -5.0181 -1.5216  -0.75
N -2.1797 -3.7168 -1.7489  0.00
C -3.2433 -3.6065 -0.6283  -0.76
N -2.6295 -3.6802 0.6470  0.15
C -1.8751 -4.9232 0.7960  -0.88
N -0.8248 -5.0399 -0.2140  0.14
C 0.2704 -4.0882 -0.0186  -0.75
P -0.3782 -2.3685 -0.1579  1.05
C -1.2758 -2.5152 -1.7638  -0.76
C -1.8348 -2.4988 0.9726  -0.71
H -0.6159 -5.0582 -2.2973  0.38
H -2.0923 -5.8325 -1.6520  0.36
H -2.6634 -3.7760 -2.6472  0.35
H -3.9219 -4.4447 -0.7865  0.35
H -3.7593 -2.6598 -0.7837  0.41
H -2.5582 -5.7666 0.6889  0.32
H -1.4301 -4.9606 1.7885  0.38
H 1.0584 -4.2584 -0.7538  0.44
H 0.7058 -4.2347 0.9710  0.42
H -0.5737 -2.6314 -2.5907  0.44
H -1.8790 -1.6200 -1.9168  0.45
H -2.4309 -1.5905 0.8740  0.41
H -1.4850 -2.5738 2.0037  0.46

--- 2 ---
ORCA calculation (ωB97M-V with the def2-TZVPD basis set) on a molecular structure, C13H16N4O5PRh.

Its expectation value of S² is 6.017. The net charge is +2. The HOMO energy (spin up / spin down) comes out at -15.29 / -15.21 eV. The spin multiplicity is 5. Its HOMO-LUMO gap (spin up / spin down) is 8.962 / 4.645 eV.

Last column: Mulliken charge in e.
CARTESIAN COORDINATES (ANGSTROEM)
Rh 0.7577 0.5764 -2.0622  -0.01
O -1.7455 5.6542 0.2812  -0.45
C -1.2231 4.6691 -0.3960  0.83
C 0.1175 4.6455 -0.8523  -0.15
C 0.5339 3.5274 -1.5264  0.02
N -0.2456 2.4886 -1.7415  -0.54
C -1.5157 2.5067 -1.3689  -0.08
C -2.0588 3.5619 -0.6872  -0.32
C -2.3026 1.1883 -1.8452  0.44
O -3.4931 1.2914 -1.8872  -0.55
O -1.5132 0.2470 -2.0722  -0.64
C 2.0068 3.3354 -2.2255  0.63
O 2.5646 4.3593 -2.4580  -0.21
O 2.2367 2.1269 -2.3865  -0.59
H -1.1738 6.4284 0.4011  0.34
H 0.7977 5.4689 -0.6886  0.44
H -3.0902 3.5736 -0.3668  0.56
C 1.3550 -3.7105 1.2251  -0.75
N 0.0968 -3.6639 0.3671  0.05
C -1.0342 -3.1343 1.2497  -0.79
N -0.6758 -1.8851 1.8036  0.18
C 0.5225 -1.9746 2.6156  -0.86
N 1.6190 -2.4363 1.7837  0.16
C 2.1023 -1.4604 0.8509  -0.81
P 0.7565 -1.0437 -0.3931  1.61
C 0.2893 -2.8098 -0.8317  -0.94
C -0.6280 -0.8103 0.8476  -0.89
H 2.1940 -4.0483 0.6096  0.39
H 1.1830 -4.4375 2.0246  0.35
H -0.1381 -4.6150 0.0592  0.35
H -1.2022 -3.8622 2.0485  0.35
H -1.9424 -3.0384 0.6480  0.40
H 0.3609 -2.6780 3.4356  0.29
H 0.7566 -0.9965 3.0367  0.36
H 2.9837 -1.8429 0.3293  0.47
H 2.3997 -0.5537 1.3822  0.44
H 1.0598 -3.2516 -1.4722  0.47
H -0.6395 -2.7670 -1.4144  0.50
H -1.5748 -0.7676 0.3025  0.45
H -0.4974 0.1386 1.3741  0.50

It is 1 that is most stable; the runner-up trails by 29.5 kcal/mol.